Here is a single C14H20N2O3S molecule in a non-equilibrium geometry from the Open Molecules 2025 dataset. Energies are from ωB97M-V/def2-TZVPD.

```
40
Properties=species:S:1:pos:R:3:forces:R:3
C 3.4343 -2.4494 1.0068 1.8 3.5 -4.8
C 4.7101 -1.8536 0.8963 -3.0 -1.5 3.4
C 5.2031 -0.9568 -0.2839 -3.2 -4.9 -0.6
S 4.9847 0.6530 0.2142 1.8 2.5 1.1
C 3.2607 0.9874 0.0845 1.9 -6.8 -5.3
N 2.5469 0.2769 -0.7636 -0.4 -2.1 1.4
C 1.2030 0.6054 -0.8943 3.9 -4.1 0.5
C 0.4020 -0.6166 -1.4491 -0.4 4.9 -1.7
C 0.7899 1.7416 -0.4172 -4.8 6.5 0.5
C -0.7040 2.1477 -0.6514 2.9 -0.8 11.1
C -1.6478 1.2981 0.5100 6.0 -2.7 -1.5
O -1.1489 0.3742 1.2514 -2.8 4.5 -2.7
O -2.8980 1.5535 0.2343 9.8 7.5 -7.6
C -3.7441 0.9981 0.8323 -13.1 -8.4 9.3
C -4.6316 -0.0404 0.1142 8.1 3.0 -8.8
C -3.7576 -1.1691 -0.7155 0.2 0.1 3.5
C -3.2106 -2.0102 0.5584 6.3 1.3 -9.0
C 1.5630 2.9732 0.2136 1.9 -16.5 -5.6
O 1.2087 3.9842 0.4634 -1.1 8.9 2.8
N 2.9688 2.1563 0.2115 -0.6 16.8 6.5
H 3.0305 -2.9618 1.7967 -0.2 -1.1 2.2
H 2.5977 -2.2775 0.1760 2.3 -0.5 1.4
H 5.2152 -1.8509 2.0227 -0.5 0.1 -3.4
H 4.4577 -1.1861 -1.1553 1.0 0.5 1.5
H 6.1080 -1.4470 -0.6526 0.6 1.4 0.2
H -0.2305 -1.0220 -0.6610 0.2 -0.3 -0.3
H -0.1847 0.1266 -2.1576 0.0 -2.6 0.6
H 1.0983 -1.2370 -2.0368 -0.6 0.1 0.6
H -0.8293 3.1848 -0.3475 0.0 0.2 0.1
H -1.0343 2.1081 -1.5257 -3.1 -1.2 -7.5
H -4.5032 1.6025 1.3649 0.2 0.8 -0.5
H -3.3491 0.4815 1.6742 0.5 -0.9 1.0
H -5.3458 -0.3957 0.5655 -6.8 -4.1 5.8
H -5.1613 0.4444 -0.6916 -0.2 1.0 -0.5
H -2.8346 -0.6621 -1.2133 -1.9 -1.1 0.5
H -4.3087 -1.9296 -1.3247 0.2 1.5 0.0
H -3.8693 -2.4239 1.0928 -5.0 -2.3 4.8
H -2.6318 -2.8653 0.0734 -0.7 0.4 0.6
H -2.3799 -1.4112 0.7903 0.5 0.6 2.2
H 3.6221 3.0686 0.7935 -1.4 -4.3 -2.0
```
Positions in Å, forces in eV/Å.

Properties
Kohn-Sham gap, eV: 8.85
Structure (SMILES): C=CCSc1nc(C)c(CC(=O)OCCCC)c(=O)[nH]1
ΔE to the lowest compared entry with this formula, charge and spin, kJ/mol: 1310.3
2S+1: 1
Charge: 0

Results of the natural (NBO) charge analysis, in e, for atoms 1 through 4: atom 1 (C): -0.39, atom 2 (C): -0.21, atom 3 (C): -0.69, atom 4 (S): 0.31

Here is a 3-piece molecular cluster, C10H25N2O5P overall from the Open Molecules 2025 dataset. Energies are from ωB97M-V/def2-TZVPD.

```
43
Properties=species:S:1:pos:R:3:forces:R:3
C 3.0489 2.1933 3.4235 0.0 0.0 0.0
C 1.7517 1.4456 3.1248 -0.1 -0.1 0.0
O 0.5994 2.2579 3.3414 0.1 0.0 0.2
P -0.0688 3.0404 2.0408 0.1 0.1 0.0
C 0.0968 4.7895 2.5677 0.0 0.0 -0.1
C -1.8278 2.7835 2.5100 0.0 -0.1 -0.2
O -2.1198 3.2272 3.8333 -0.2 -0.1 0.0
O -2.4002 2.0746 4.6411 0.2 0.2 0.0
H 2.9069 3.2607 3.2480 0.0 0.0 -0.1
H 3.8601 1.8483 2.7800 0.0 0.0 0.0
H 3.3603 2.0626 4.4602 0.0 0.1 0.0
H 1.6350 0.5911 3.7951 0.1 0.0 -0.1
H 1.7482 1.0702 2.0951 0.0 0.1 0.0
H -0.3472 5.4033 1.7780 0.0 0.0 0.1
H 1.1563 5.0404 2.6420 0.0 0.0 -0.1
H -0.3928 5.0018 3.5175 0.0 -0.1 0.0
H -2.4672 3.3310 1.8076 0.0 0.0 0.1
H -2.0520 1.7222 2.4122 -0.1 0.1 0.0
H -1.5580 1.9848 5.1122 0.0 -0.1 -0.1
C 1.3106 -0.8298 -1.3852 0.0 0.0 0.1
N 0.3247 0.0991 -0.8805 0.0 0.0 -0.1
C -0.8220 -0.1681 -0.1906 0.2 0.0 0.1
C -1.1326 -1.6084 0.1403 0.0 0.0 0.0
O -1.5399 0.7519 0.1600 -0.2 -0.1 0.0
H 2.2809 -0.6791 -0.9075 0.0 0.0 0.0
H 1.4420 -0.7133 -2.4636 0.0 0.0 0.0
H 0.9955 -1.8504 -1.1820 0.0 0.0 0.0
H 0.4876 1.0867 -1.0070 0.0 0.0 0.0
H -2.0524 -1.6219 0.7168 0.0 0.0 0.0
H -1.2774 -2.2263 -0.7486 0.0 0.0 0.0
H -0.3316 -2.0512 0.7346 0.0 0.0 0.0
C 0.4624 -2.5207 -4.7888 0.0 0.0 0.0
N -0.4267 -2.8329 -3.6914 0.0 0.0 0.0
C -1.2467 -3.9084 -3.5390 0.0 0.0 0.0
C -1.2658 -4.9364 -4.6460 0.0 0.0 0.0
O -1.9299 -4.0232 -2.5362 0.0 0.0 0.0
H 1.4992 -2.4601 -4.4515 0.0 0.0 0.0
H 0.1952 -1.5699 -5.2535 0.0 0.0 0.0
H 0.4013 -3.2952 -5.5469 0.0 0.0 0.0
H -0.4752 -2.1869 -2.9197 0.0 0.1 -0.1
H -1.9641 -5.7172 -4.3620 0.0 0.0 0.0
H -1.5871 -4.4926 -5.5889 0.0 0.0 0.0
H -0.2777 -5.3740 -4.7932 0.0 0.0 0.0
```
Positions in Å, forces in eV/Å.

Properties
Kohn-Sham gap, eV: 8.88
Structure (SMILES): CCOP(C)COO.CNC(C)=O.CNC(C)=O
2S+1: 1
Charge: 0

Results of the natural (NBO) charge analysis, in e, for atoms 1 through 4: atom 1 (C): -0.64, atom 2 (C): -0.06, atom 3 (O): -0.82, atom 4 (P): 1.06

Here is a single C4H5NO molecule in a non-equilibrium geometry from the Open Molecules 2025 dataset. Energies are from ωB97M-V/def2-TZVPD.

```
11
Properties=species:S:1:pos:R:3:forces:R:3
N 2.7984 0.3682 0.3917 -1.1 0.0 0.2
C 1.6729 0.1307 0.5242 0.9 0.2 -0.1
C 0.3046 -0.2968 0.6749 0.1 -0.1 0.1
C -0.3104 -0.9441 -0.5542 -0.1 -0.2 -0.2
C -0.8684 0.3349 -0.0603 -0.1 -0.2 0.1
O -0.7150 1.4375 -0.8812 0.2 0.2 0.1
H 0.0778 -0.7021 1.6570 0.1 0.0 -0.2
H -0.8463 -1.8803 -0.4511 0.0 0.2 0.0
H 0.3030 -0.8436 -1.4450 -0.1 -0.1 0.1
H -1.8043 0.2799 0.4997 0.2 0.1 -0.1
H -0.5196 2.2102 -0.3365 0.0 -0.1 -0.1
```
Positions in Å, forces in eV/Å.

Properties
Kohn-Sham gap, eV: 11.12
Structure (SMILES): N#C[C@@H]1C[C@@H]1O
ΔE to the lowest compared entry with this formula, charge and spin, kJ/mol: 135.1
2S+1: 1
Charge: 0

Results of the natural (NBO) charge analysis, in e, for atoms 1 through 4: atom 1 (N): -0.32, atom 2 (C): 0.28, atom 3 (C): -0.38, atom 4 (C): -0.40

Here is C24H22F3NOReSi as an isolated structure in a non-equilibrium geometry from the Open Molecules 2025 dataset. Energies are from ωB97M-V/def2-TZVPD.

```
53
Properties=species:S:1:pos:R:3:forces:R:3
Re 0.2715 -2.0104 -0.2951 0.7 1.4 -0.1
C -2.4962 -2.4181 -1.7477 -0.2 0.3 -0.2
Si -2.2387 -2.0234 0.1100 -0.1 -0.3 -0.3
C -2.5398 -3.5039 1.2198 0.2 0.0 0.4
C -3.4597 -0.6619 0.5528 0.1 0.1 0.0
C -4.4007 -0.8447 1.5677 0.0 0.0 0.0
C -5.3258 0.1424 1.8825 0.0 0.0 0.0
C -5.3274 1.3416 1.1873 0.0 0.0 0.0
C -4.4053 1.5452 0.1696 0.0 0.0 0.0
C -3.4885 0.5523 -0.1394 0.0 0.0 0.0
H -3.2390 -3.1885 -1.9683 -0.1 0.0 0.2
H -1.5851 -2.7155 -2.2730 0.0 -0.1 0.1
H -2.8358 -1.4928 -2.2287 0.0 -0.1 0.0
H -3.3334 -4.2104 0.9773 -0.1 0.2 -0.2
H -2.7066 -3.1548 2.2443 0.0 -0.1 0.0
H -1.5960 -4.0502 1.2415 -0.1 -0.2 0.0
H -4.4192 -1.7742 2.1236 0.0 0.0 0.0
H -6.0471 -0.0265 2.6721 0.0 0.0 0.0
H -6.0468 2.1125 1.4322 0.0 0.0 0.0
H -4.4045 2.4763 -0.3836 0.0 0.0 0.0
H -2.7907 0.7272 -0.9485 0.1 0.0 0.0
O 0.3722 -3.6874 -0.5442 -0.2 -1.1 -0.2
C 5.0504 0.5974 -2.0523 0.0 0.0 0.0
C 3.7796 0.2713 -2.5727 0.0 0.0 0.0
C 2.8880 -0.4311 -1.8140 0.0 0.0 0.0
C 3.2010 -0.8513 -0.4955 0.0 0.0 0.0
C 2.2687 -1.5752 0.3172 -0.2 0.3 0.2
C 2.6774 -1.9876 1.5622 0.0 0.0 0.0
C 3.9674 -1.6945 2.0640 0.0 0.0 0.0
C 4.8457 -0.9752 1.3107 0.0 0.0 0.0
C 4.4881 -0.5389 0.0104 0.0 0.0 0.0
C 5.3943 0.1960 -0.7945 0.0 0.0 0.0
H 5.7524 1.1566 -2.6573 0.0 0.0 0.0
H 3.5186 0.5709 -3.5798 0.0 0.0 0.0
H 1.9205 -0.6967 -2.2295 0.0 0.0 0.0
H 1.9986 -2.5550 2.1919 0.0 0.0 0.0
H 4.2512 -2.0380 3.0510 0.0 0.0 0.0
H 5.8316 -0.7354 1.6918 0.0 0.0 0.0
H 6.3738 0.4313 -0.3948 0.0 0.0 0.0
F 1.0500 5.1563 -1.1321 0.0 0.0 0.0
C 0.2707 4.6681 -0.1533 0.0 0.0 0.0
F -0.9695 5.1398 -0.3635 0.0 0.0 0.0
F 0.7068 5.1767 1.0050 0.0 0.0 0.0
C 0.2802 3.1609 -0.1541 0.0 0.0 0.0
C -0.1654 2.4836 -1.2781 0.0 0.0 0.0
C -0.1624 1.1043 -1.2505 0.0 0.0 -0.1
N 0.2569 0.3966 -0.1980 -0.1 -0.2 0.0
C 0.7035 1.0589 0.8693 -0.1 -0.1 0.0
C 0.7239 2.4417 0.9391 0.0 0.0 0.0
H -0.5094 3.0140 -2.1552 0.0 0.0 0.0
H -0.4983 0.5308 -2.1062 0.0 0.0 0.0
H 1.0642 0.4514 1.6887 0.0 0.0 0.0
H 1.0844 2.9378 1.8278 0.0 0.0 0.0
```
Positions in Å, forces in eV/Å.

Properties
Kohn-Sham gap (spin up / spin down), eV: 6.93 / 7.19
ΔE to the lowest compared entry with this formula, charge and spin, kJ/mol: 0.0
2S+1: 4
Charge: 0

Results of the natural (NBO) charge analysis, in e, for atoms 1 through 4: atom 1 (Re): 1.21, atom 2 (C): -1.09, atom 3 (Si): 1.09, atom 4 (C): -1.12

| no. | calculated total energy (eV) |
| --- | --- |
| 1 | -34788.3508 |
| 2 | -33279.8102 |
| 3 | -7765.1258 |
| 4 | -46941.5968 |